No. 1
79
Properties=species:S:1:pos:R:3 method="wB97M-V/def2-TZVPD" homo_energy_ev="-10.61 / -10.51" multiplicity=6 total_charge=+1
N 2.794 0.687 -2.321
C 3.965 -0.711 -3.877
C -0.895 -3.417 -2.230
C 2.943 1.712 -3.144
H -3.303 -4.757 -1.939
H -2.500 -4.613 -0.371
C 6.374 3.081 3.827
C -3.286 3.037 -1.995
C -2.358 2.342 -1.242
H -5.652 -0.513 0.476
H 4.623 0.250 -5.675
H -3.281 -1.500 -1.189
H 2.539 2.657 -2.803
H -2.632 0.030 0.666
H 7.325 3.450 4.174
C -1.160 -4.901 -2.020
C 4.163 3.503 3.003
C -2.493 -5.156 -1.324
C 5.375 3.974 3.470
H -1.958 -7.057 -0.442
C -1.789 1.182 -1.767
C -5.066 -0.547 -0.438
H -5.707 -0.906 -1.239
C 4.111 0.365 -4.731
C -3.104 1.430 -3.762
C -3.661 2.593 -3.257
H -1.720 -0.174 -3.423
H -2.028 -2.857 1.461
Ge -0.577 -2.350 -0.552
C -0.656 3.556 4.081
C 4.944 1.233 3.289
Br -4.061 4.621 -1.293
H -2.067 2.688 -0.262
H -1.901 2.885 5.689
H -1.169 -5.391 -2.997
H 1.099 0.134 4.385
H 4.763 0.169 3.220
C -0.449 1.412 5.141
C -0.781 0.451 -0.994
C -2.171 0.723 -3.028
O -0.331 0.845 0.088
H 3.680 2.464 -5.002
H -1.039 -1.439 1.772
H 0.706 3.936 2.464
C 3.284 -0.509 -2.675
C 3.956 2.131 2.919
C -2.743 -6.638 -1.067
O -0.296 -0.657 -1.510
H 3.384 4.185 2.690
Se 2.417 -0.617 1.906
C 0.600 1.091 4.301
H -0.783 0.693 5.873
H -0.355 -5.345 -1.432
C -1.078 2.642 5.033
C 1.011 2.005 3.340
H 0.014 -3.272 -2.819
H 5.541 5.036 3.545
C 3.584 1.600 -4.365
H -2.769 -7.192 -2.002
H -1.726 -2.968 -2.777
H -3.502 -0.986 1.807
C -1.728 -1.891 1.052
C -3.863 -1.465 -0.261
H -4.375 3.156 -3.840
H -3.694 -6.782 -0.559
H 4.359 -1.690 -4.102
H -4.748 0.465 -0.677
Se 2.186 2.528 0.251
H -3.400 1.082 -4.738
H 0.836 -2.618 0.020
H -4.209 -2.477 -0.043
C 0.385 3.238 3.225
Fe 1.748 0.075 -0.291
H -1.147 4.513 3.993
C -2.946 -0.997 0.865
S 2.980 -1.756 -1.517
C 6.159 1.715 3.742
P 2.376 1.561 2.208
H 6.934 1.019 4.019

No. 2
44
Properties=species:S:1:pos:R:3 method="wB97M-V/def2-TZVPD" homo_energy_ev=-11.06 total_charge=+1 smiles="CN/C(=C/[N+](=O)[O-])NCCSCc1ccc(C[NH+](C)C)o1"
N -2.064 0.649 2.361
N 1.135 0.629 1.976
H 1.894 -2.108 -1.916
H -3.102 0.938 4.011
C -1.165 -1.749 -2.638
H -1.817 -2.148 -3.048
S -0.026 -0.995 -3.651
C -2.353 0.751 -1.936
H 1.075 -0.710 -0.012
H -0.671 -2.353 -1.777
N 4.018 -0.096 0.140
O -2.031 -0.936 -0.333
H 3.189 -0.858 -2.074
H 6.233 0.379 0.501
C -1.793 -0.549 -1.838
H 5.098 1.209 1.118
H -3.485 -0.739 1.738
C 1.279 -0.249 -2.504
C 2.320 0.270 1.480
O 0.828 0.753 3.142
H -2.774 2.592 2.790
C -3.040 1.098 -0.987
C -2.097 0.151 3.700
H 1.746 0.634 -3.388
H 0.627 0.603 -2.046
H -2.403 1.041 -3.171
H 5.416 -0.162 1.872
H -1.090 0.472 1.932
C 2.687 -0.151 0.356
H 4.389 -0.682 -0.631
H 3.192 0.606 2.232
C -3.157 0.242 1.702
H -2.170 -0.933 3.812
H -1.324 0.605 4.225
C -2.769 0.380 0.062
H -3.539 2.033 -0.799
C -2.062 2.255 2.294
H -1.988 2.537 1.105
O 0.204 -0.014 1.247
C 5.153 0.356 0.958
C 2.139 -0.833 -1.708
N 1.941 -0.692 -0.390
H -1.038 2.619 2.998
H -4.023 0.770 1.756

Ordered total energy results: -351129.173 -36766.371; unit eV.
Ordered energy relative to the best compared isomer or geometry (same formula, charge and spin) results: 14.3 405.1; unit kcal/mol.